ORCA calculation (wB97M-V/def2-TZVPD) on one molecule with the formula C4H4N2OS.

Last column: Mulliken charge in e.
Positions of all 12 atoms, in Å:
C -0.9217 -0.4101 -0.0447  0.3102
C 1.3775 -0.3370 -0.0863  0.3058
C 0.9717 0.9759 0.4799  -0.3459
C -0.5093 0.9326 0.5829  -0.2073
H -2.2819 -1.5463 -0.8114  0.2262
H 0.2505 -1.9670 -0.8596  0.1481
H 1.5804 1.4743 1.2187  0.4610
H -1.1531 1.2924 1.3907  0.4859
N -2.1428 -0.6606 -0.3114  -0.6390
N 0.2295 -1.0792 -0.4441  -0.0825
O 2.4725 -0.7386 -0.3795  -0.5674
S 0.1267 2.0638 -0.7353  -0.0950

Forces on atoms 1 to 3 (eV/Å):
C -1.278 0.628 -0.932
C 0.426 -1.599 -1.884
C -0.842 0.484 0.428

Properties
electronic energy	-20075.359	eV
ΔE to the lowest compared entry with this formula, charge and spin	8.5	kcal per mole
SMILES	[H]/N=C1\NC(=O)[C@H]2S[C@@H]12
frontier orbital gap	9.76	eV
net charge	0